Computed, not measured: C5H12N as an isolated structure at a distorted geometry, with ωB97M-V with the def2-TZVPD basis set.

Structure (ORCA input):
```
! RIJCOSX wB97M-V def2-TZVPD def2/J DEFGRID3
* xyz 1 1
C -2.36 -0.18 0.50
C -1.40 0.99 0.33
C -0.17 0.73 -0.60
C 0.64 -0.40 -0.14
C 0.77 -1.68 -0.28
N 2.35 0.37 0.05
H -2.98 -0.36 -0.37
H -1.79 -1.08 0.75
H -3.00 -0.01 1.37
H -1.94 1.89 0.04
H -1.02 1.32 1.30
H 0.35 1.68 -0.54
H -0.46 0.64 -1.64
H 1.71 -2.17 -0.50
H -0.09 -2.26 0.05
H 3.00 0.73 -0.66
H 2.45 1.08 0.77
H 2.88 -0.43 0.40
*
```

Molecular weight in g mol⁻¹: 86.2
Max |F| in eV Å⁻¹: 3.42
Gap between HOMO and LUMO in eV: 10.93

***

Computed, not measured: C22H57F3NbO9S6 as an isolated structure at a distorted geometry, with ωB97M-V with the def2-TZVPD basis set.

Structure (ORCA input):
```
! RIJCOSX wB97M-V def2-TZVPD def2/J DEFGRID3
* xyz -1 1
C 2.42 -3.66 -5.28
C 1.71 -4.37 -3.95
O 2.47 -4.67 -2.86
O 0.26 -4.59 -4.04
C -0.43 -4.28 -2.77
C -0.26 -2.74 -2.25
C -0.72 -2.67 -0.64
C 0.15 -1.45 0.08
C 1.20 -2.05 1.19
Nb 3.30 -1.21 1.12
C 2.66 0.82 0.31
C 3.44 1.18 -1.12
O 4.82 0.67 -1.15
C 2.56 0.79 -2.45
F 1.13 1.17 -2.35
F 2.70 -0.65 -2.87
F 3.11 1.59 -3.60
H 1.60 -3.57 -6.14
H 2.77 -2.55 -5.01
H 3.34 -4.31 -5.67
H -0.18 -5.08 -1.91
H -1.59 -4.44 -2.98
H -0.97 -2.01 -2.82
H 0.84 -2.32 -2.27
H -0.52 -3.70 -0.10
H -1.87 -2.48 -0.62
H 0.63 -0.78 -0.75
H -0.66 -0.83 0.69
H 0.76 -1.93 2.27
H 1.30 -3.23 1.02
H 3.63 -1.90 -0.54
H 5.00 -0.55 1.23
H 3.01 -0.53 2.81
H 3.90 -2.75 1.92
H 1.50 0.99 0.21
H 3.04 1.64 1.09
H 3.53 2.37 -1.12
H 4.88 -0.24 -1.59
C -2.50 -3.62 -6.34
S -1.44 -2.92 -7.64
O -0.11 -2.64 -7.03
C -2.33 -1.35 -7.78
H -2.10 -4.60 -6.07
H -2.49 -2.97 -5.46
H -3.52 -3.73 -6.72
H -2.33 -0.84 -6.81
H -3.35 -1.53 -8.11
H -1.81 -0.73 -8.51
C -3.22 4.09 -3.57
S -2.41 2.92 -2.45
O -3.34 2.67 -1.31
C -1.13 4.07 -1.88
H -4.08 3.59 -4.02
H -3.56 4.97 -3.01
H -2.53 4.39 -4.36
H -1.59 4.95 -1.42
H -0.50 4.37 -2.72
H -0.52 3.56 -1.13
C 2.06 1.38 5.61
S 3.00 1.96 4.17
O 4.23 1.10 4.07
C 3.51 3.54 4.90
H 1.68 0.38 5.39
H 2.71 1.34 6.49
H 1.22 2.06 5.79
H 4.07 3.37 5.82
H 2.63 4.15 5.10
H 4.15 4.06 4.18
C 5.99 -0.31 8.37
S 4.22 -0.70 8.34
O 3.47 0.59 8.41
C 4.17 -1.45 9.99
H 6.25 0.21 7.44
H 6.21 0.35 9.22
H 6.57 -1.23 8.45
H 4.50 -0.72 10.74
H 4.80 -2.33 10.02
H 3.13 -1.74 10.20
C -3.48 -4.47 3.84
S -2.43 -3.77 2.54
O -1.09 -3.49 3.15
C -3.31 -2.20 2.40
H -3.09 -5.45 4.11
H -3.48 -3.82 4.72
H -4.50 -4.58 3.46
H -3.32 -1.69 3.37
H -4.34 -2.38 2.07
H -2.80 -1.58 1.66
C -7.27 7.91 -2.50
S -5.66 7.09 -2.61
O -5.30 7.02 -4.07
C -6.25 5.45 -2.12
H -7.15 8.96 -2.80
H -7.99 7.42 -3.16
H -7.63 7.88 -1.46
H -7.03 5.11 -2.80
H -6.64 5.50 -1.10
H -5.41 4.76 -2.16
*
```

Molecular weight in g mol⁻¹: 808.0
Max |F| in eV Å⁻¹: 9.08
Gap between HOMO and LUMO in eV: 5.86

***

Computed, not measured: C24H43ClP2Re as an isolated structure at a distorted geometry, with ωB97M-V with the def2-TZVPD basis set.

Structure (ORCA input):
```
! RIJCOSX wB97M-V def2-TZVPD def2/J DEFGRID3
* xyz 2 4
Re 0.48 0.23 -1.50
C -0.98 -1.49 0.14
C 0.32 -1.72 -0.47
C 0.47 -0.02 1.14
C -0.85 -0.49 1.13
C 1.27 -0.82 0.22
C -2.21 -2.30 -0.03
H -1.99 -3.22 -0.55
H -3.00 -1.77 -0.57
H -2.63 -2.58 0.94
C -1.94 0.00 2.01
H -2.88 0.14 1.45
H -1.71 0.99 2.42
H -2.11 -0.75 2.80
C 1.06 0.97 2.07
H 1.50 0.45 2.96
H 0.28 1.69 2.36
H 1.82 1.59 1.59
C 2.74 -1.02 0.41
H 3.02 -1.06 1.47
H 3.34 -0.23 -0.03
H 3.03 -1.96 -0.03
C 0.72 -2.89 -1.32
H 1.41 -3.57 -0.78
H 1.26 -2.56 -2.21
H -0.15 -3.46 -1.63
C -1.48 1.77 -4.68
C -2.11 0.47 -5.01
C -1.33 -0.31 -6.11
C 0.21 -0.38 -6.05
C 0.79 -0.15 -4.65
C 1.51 1.13 -4.31
C 0.93 2.45 -4.99
C -0.54 2.51 -5.54
H -1.60 0.23 -7.02
H 0.68 0.32 -6.78
H -1.74 -1.32 -6.19
H -0.60 2.26 -6.62
H -2.07 2.47 -4.08
H -3.17 0.53 -5.30
H -0.80 3.59 -5.50
H 0.99 3.31 -4.29
H 2.48 1.03 -4.76
H 1.59 2.66 -5.86
H 0.46 -1.42 -6.36
H 1.45 -0.98 -4.45
P -2.51 -0.29 -3.35
C -3.91 0.61 -2.66
C -2.45 -2.03 -3.58
P 2.36 0.98 -2.57
C -0.93 0.15 -2.69
C 3.85 -0.18 -2.73
C 3.03 2.66 -2.38
H -3.58 1.33 -1.91
H -4.68 -0.04 -2.19
H -4.32 1.21 -3.47
H -1.49 -2.23 -4.08
H -3.24 -2.41 -4.25
H -2.39 -2.65 -2.69
H 2.76 3.15 -3.34
H 4.14 2.66 -2.28
H 2.58 3.20 -1.52
H -0.93 1.26 -2.91
H -0.09 -0.21 -3.89
H 4.67 0.00 -1.99
H 4.25 0.00 -3.74
H 3.51 -1.23 -2.65
Cl -1.51 2.34 -0.39
C 0.18 2.14 -0.94
H 0.76 2.57 -0.10
H 0.24 2.83 -1.79
*
```

<S²>: 3.7760
Molecular weight in g mol⁻¹: 615.2
Max |F| in eV Å⁻¹: 3.77
Gap between HOMO and LUMO (spin up / spin down) in eV: 6.09 / 6.85

***

Computed, not measured: a 2-piece molecular cluster, C9H14 overall at a distorted geometry, with ωB97M-V with the def2-TZVPD basis set.

Structure (ORCA input):
```
! RIJCOSX wB97M-V def2-TZVPD def2/J DEFGRID3
* xyz 0 1
C -0.90 2.16 1.54
C -1.08 1.49 0.20
C -0.85 2.21 -0.98
C -1.52 0.25 -0.02
C -0.74 1.49 -2.22
C -1.46 -0.51 -1.20
C -0.95 0.10 -2.31
H -0.23 2.95 1.58
H -0.41 1.44 2.20
H -0.68 3.20 -1.10
H -1.86 -0.27 0.88
H -0.59 2.13 -3.09
H -1.71 -1.57 -1.27
H -0.92 -0.43 -3.31
H -1.75 2.56 2.03
C 2.60 -1.88 0.54
C 1.33 -2.42 1.24
H 2.81 -2.47 -0.36
H 2.38 -0.81 0.24
H 3.58 -1.87 1.15
H 0.42 -2.20 0.69
H 1.26 -3.52 1.29
H 1.26 -2.01 2.30
*
```

SMILES string: Cc1ccccc1.CC
Molecular weight in g mol⁻¹: 122.2
Max |F| in eV Å⁻¹: 5.27
Gap between HOMO and LUMO in eV: 10.07

***

> Look up the molecular weight of the fourth one.

122.2 g mol⁻¹

***

Copy entry 4 word for word.
Computed, not measured: a 2-piece molecular cluster, C9H14 overall at a distorted geometry, with ωB97M-V with the def2-TZVPD basis set.

Structure (ORCA input):
```
! RIJCOSX wB97M-V def2-TZVPD def2/J DEFGRID3
* xyz 0 1
C -0.90 2.16 1.54
C -1.08 1.49 0.20
C -0.85 2.21 -0.98
C -1.52 0.25 -0.02
C -0.74 1.49 -2.22
C -1.46 -0.51 -1.20
C -0.95 0.10 -2.31
H -0.23 2.95 1.58
H -0.41 1.44 2.20
H -0.68 3.20 -1.10
H -1.86 -0.27 0.88
H -0.59 2.13 -3.09
H -1.71 -1.57 -1.27
H -0.92 -0.43 -3.31
H -1.75 2.56 2.03
C 2.60 -1.88 0.54
C 1.33 -2.42 1.24
H 2.81 -2.47 -0.36
H 2.38 -0.81 0.24
H 3.58 -1.87 1.15
H 0.42 -2.20 0.69
H 1.26 -3.52 1.29
H 1.26 -2.01 2.30
*
```

SMILES string: Cc1ccccc1.CC
Molecular weight in g mol⁻¹: 122.2
Max |F| in eV Å⁻¹: 5.27
Gap between HOMO and LUMO in eV: 10.07